Entry 1:
Below is a molecular structure, C20H24BrLaNOP2 at a distorted geometry, with properties calculated with wB97M-V/def2-TZVPD.

The value obtained for the relative energy (zero: lowest compared OMol25 entry of this formula, charge and spin) is 0.00 kcal per mole. For the gap between HOMO and LUMO, the calculation gives 7.1 eV. Its charge is +1. Its HOMO energy is -10.471 eV. As for the multiplicity: 1. As for the LUMO energy: -3.4 eV.

Geometry (Å):
La  1.280360  -0.837698  1.010762
Br  3.390771  -0.399568  2.826909
P  0.005682  1.252085  2.478220
P  2.655382  0.992740  -0.696814
O  -0.101744  -3.364426  0.407987
N  -0.452875  -0.269300  -0.283782
C  1.359291  1.327066  -1.990616
C  -0.644088  0.569428  4.049239
C  3.948158  0.168202  -1.690983
C  0.970946  -0.491405  -3.715638
C  -1.581021  1.653009  1.613002
C  0.640723  2.881057  2.968019
C  0.417624  -1.706187  -4.134677
C  -0.811236  -1.852069  -2.069595
C  -0.473212  -2.389988  -3.307217
C  -2.445414  -1.628733  -0.172149
C  0.690508  0.042951  -2.458895
C  -1.055601  -3.618825  -0.339593
C  -2.317025  0.395001  1.190068
C  -4.207003  -1.125951  1.391295
C  -1.767305  -2.583513  -1.138667
C  -1.756172  -0.479638  0.220489
C  -0.215218  -0.671340  -1.622067
C  -3.537203  0.044374  1.762335
C  -3.660749  -1.965939  0.421477
C  3.379281  2.620327  -0.349357
H  4.684672  -0.247041  -0.987760
H  0.212986  0.273449  4.667875
H  -0.928759  -3.336592  -3.615720
H  -0.079663  3.412108  3.605885
H  2.596985  3.322055  -0.027542
H  -3.966458  0.702793  2.520342
H  -1.602777  -4.574685  -0.583368
H  3.908535  3.016067  -1.228143
H  0.862513  3.475740  2.070894
H  -1.242334  1.327828  4.570961
H  -1.323803  2.279152  0.740365
H  0.680383  -2.108836  -5.111334
H  -2.530207  -3.097109  -1.739354
H  4.442075  0.886681  -2.360770
H  -1.258279  -0.320235  3.860104
H  1.580042  2.719778  3.514210
H  -5.156715  -1.378662  1.859195
H  1.647414  0.055657  -4.375828
H  0.627774  2.026276  -1.547389
H  -4.162149  -2.886098  0.105538
H  1.876608  1.823801  -2.825624
H  3.528963  -0.659932  -2.277610
H  -2.196487  2.237567  2.312604
H  4.085823  2.488583  0.482719

Cartesian forces (eV/Å) of the 2 atoms listed first:
0.994 -2.930 0.827
0.121 0.179 0.180



Entry 2:
Below is C17H20BrNO3S2 in the gas phase, with properties calculated with wB97M-V/def2-TZVPD.

The value obtained for the relative energy (zero: lowest compared OMol25 entry of this formula, charge and spin) is 2.19 kcal per mole. For the gap between HOMO and LUMO, the calculation gives 9.3 eV. Its HOMO energy is -8.718 eV. As for the multiplicity: 1. The SMILES is COc1ccc(S(=O)(=O)NCCSCc2ccccc2C)cc1Br. As for the LUMO energy: 0.6 eV.

Geometry (Å):
Br  4.972604  2.358964  0.048299
S  -2.730434  -1.620588  -0.653792
S  0.844091  -1.294259  0.851525
O  0.274886  -0.173097  1.549707
O  0.702427  -2.605736  1.405685
O  6.517937  -0.088048  -0.219855
N  0.286262  -1.344477  -0.723061
C  4.786939  -1.766455  0.142899
C  2.998915  0.348117  0.468032
C  -2.941194  -0.649030  0.892932
C  -2.904270  3.105053  0.656697
C  7.503046  -1.080526  -0.390764
C  -3.409419  0.745496  0.642968
C  -4.692399  1.017244  0.155307
C  2.571339  -0.962589  0.567213
C  -2.532246  1.794890  0.895789
C  5.248393  -0.455770  0.034177
C  -5.048009  2.338436  -0.083051
C  -0.398318  -0.172876  -1.228697
C  -1.810749  -0.470470  -1.724752
C  -4.165768  3.376586  0.156854
C  -5.675797  -0.083848  -0.093864
C  3.449549  -2.013299  0.405707
C  4.329190  0.590898  0.202258
H  7.278181  -1.722214  -1.247694
H  -1.781965  -0.977847  -2.689298
H  -0.225023  -2.202928  -0.881004
H  0.186337  0.252896  -2.054145
H  3.076139  -3.019649  0.501814
H  8.429355  -0.540016  -0.576306
H  -1.555248  1.573868  1.302556
H  -0.435581  0.559600  -0.418901
H  -2.384830  0.451525  -1.817819
H  5.467134  -2.594212  0.024215
H  -5.271400  -0.815764  -0.791095
H  -3.666849  -1.233359  1.459002
H  7.612840  -1.692584  0.509120
H  -2.212887  3.909003  0.860574
H  -5.902757  -0.606177  0.835626
H  -1.983713  -0.656316  1.412666
H  -6.036765  2.555730  -0.461940
H  -4.465857  4.395430  -0.039301
H  -6.602215  0.314083  -0.500113
H  2.298124  1.154308  0.613828

Cartesian forces (eV/Å) of the 2 atoms listed first:
-0.164 0.069 0.041
-0.077 0.015 -0.181